{
  "formula": "C37H67NO21",
  "method": "ωB97M-V/def2-TZVPD",
  "total_energy_ha": -3084.6955,
  "total_charge": 0,
  "smiles": "CCOC(C)=O.CCOC(C)=O.CCOC(C)=O.CCOC(C)=O.CCOC(C)=O.CCOC(C)=O.O=C1OCCO1.O=C1OCCO1.O=C1OCCO1.CCCC#N",
  "species": ["O", "O", "O", "O", "O", "O", "O", "O", "O", "O", "O", "O", "O", "O", "O", "O", "O", "O", "O", "O", "O", "N", "C", "C", "C", "C", "C", "C", "C", "C", "C", "C", "C", "C", "C", "C", "C", "C", "C", "C", "C", "C", "C", "C", "C", "C", "C", "C", "C", "C", "C", "C", "C", "C", "C", "C", "C", "C", "C", "H", "H", "H", "H", "H", "H", "H", "H", "H", "H", "H", "H", "H", "H", "H", "H", "H", "H", "H", "H", "H", "H", "H", "H", "H", "H", "H", "H", "H", "H", "H", "H", "H", "H", "H", "H", "H", "H", "H", "H", "H", "H", "H", "H", "H", "H", "H", "H", "H", "H", "H", "H", "H", "H", "H", "H", "H", "H", "H", "H", "H", "H", "H", "H", "H", "H", "H"],
  "positions_angstrom": [[-8.53, -1.25, -1.55], [5.88, 3.21, -6.83], [-1.39, -0.54, 9.51], [-1.01, 5.22, 6.23], [0.89, 1.87, 0.31], [6.25, 6.38, 1.68], [4.38, 4.88, -7.15], [-1.32, 7.10, -1.38], [-2.43, 5.18, -1.84], [4.34, -8.31, -5.43], [-9.43, 0.64, -0.72], [1.11, 5.64, 5.32], [-5.78, -1.02, -6.75], [3.31, -7.95, -3.49], [0.77, -0.40, 0.19], [-2.88, -0.55, 11.27], [-0.60, 5.89, -3.09], [6.76, 7.96, 3.22], [-3.71, -2.08, -7.17], [7.19, 5.90, 3.58], [-10.76, -0.90, -2.04], [-3.01, -6.71, 1.46], [4.43, -8.51, -2.66], [-1.51, 5.93, -2.08], [-2.19, -10.00, 2.38], [0.97, 4.50, 7.29], [-0.01, 7.70, -1.65], [2.05, -7.61, -5.32], [-9.69, -0.48, -1.53], [-0.73, 0.18, 11.75], [-1.86, -8.58, 2.85], [1.23, 0.78, 0.67], [5.65, 4.39, -9.00], [4.20, -10.01, -2.30], [-6.21, 0.90, -8.19], [-5.59, -3.45, -6.96], [-4.86, -2.08, -7.04], [-0.28, -0.34, -0.76], [0.37, 6.85, -2.91], [6.73, 6.76, 2.71], [0.36, 5.19, 6.16], [-1.70, -10.46, 1.04], [-2.45, -7.54, 2.06], [-1.39, -1.78, 7.43], [7.59, 6.51, 4.76], [0.32, -0.33, -2.17], [-5.42, 0.37, -6.97], [5.69, 3.09, -5.42], [7.68, 7.95, 4.29], [-2.13, -1.60, 8.81], [-7.58, -0.74, -0.63], [-1.74, -0.24, 10.77], [-2.27, 4.19, 4.59], [7.03, 3.37, -4.76], [3.35, -8.03, -4.80], [5.26, 4.14, -7.56], [2.34, 0.61, 1.74], [-8.04, 0.68, -0.22], [-1.67, 5.52, 5.00], [-0.81, -8.34, 3.02], [-5.92, 0.35, -9.09], [0.06, 8.76, -1.88], [7.33, 8.66, 5.03], [5.37, -8.25, -3.15], [6.27, 5.28, -9.10], [1.92, 4.02, 7.06], [1.37, 6.46, -2.70], [-1.86, -11.52, 0.83], [1.08, 5.21, 8.10], [7.80, 2.67, -5.10], [1.90, -6.59, -4.96], [-4.34, 0.39, -7.10], [0.17, -0.44, 11.72], [-7.98, 0.75, 0.86], [1.83, 0.08, 2.55], [7.31, 4.41, -4.94], [-7.53, 1.56, -0.60], [6.32, 3.56, -9.24], [-1.77, -2.61, 6.83], [-0.51, -0.03, -2.81], [-5.55, 0.87, -6.00], [-0.28, 1.14, 11.48], [-1.03, 5.95, 4.22], [0.44, 7.50, -3.78], [4.92, -10.63, -2.83], [-2.84, 3.79, 5.42], [-0.93, -1.21, -0.63], [1.18, -8.19, -5.02], [-3.17, -1.34, 8.63], [4.21, -10.07, -1.21], [-1.53, -0.84, 6.90], [4.57, -8.01, -1.70], [3.13, -0.04, 1.36], [-6.59, -0.65, -1.09], [0.31, 3.68, 7.57], [2.47, 1.63, 2.08], [-6.65, -3.33, -6.70], [-0.38, -1.87, 7.84], [1.00, 0.50, -2.36], [-1.12, 0.06, 12.76], [6.88, 3.20, -3.69], [-7.30, 0.90, -8.16], [-2.07, -2.54, 9.35], [4.87, 4.46, -9.76], [2.11, -7.50, -6.40], [-0.88, 0.56, -0.66], [-1.98, -8.45, 3.93], [0.70, 7.41, -0.88], [-3.27, -10.12, 2.43], [-0.66, -10.28, 0.76], [7.07, 6.32, 5.70], [-7.40, -1.37, 0.24], [-1.77, -10.47, 3.28], [-5.03, -3.96, -6.18], [-2.29, -9.97, 0.27], [-2.40, 6.29, 5.23], [-5.89, 1.93, -8.33], [8.59, 6.16, 5.02], [5.25, 2.14, -5.10], [3.18, -10.34, -2.52], [-2.96, 4.33, 3.75], [-5.49, -4.12, -7.81], [-1.61, 3.35, 4.39], [4.89, 3.77, -5.16], [8.66, 8.30, 3.98], [0.63, -1.28, -2.61]]
}